(1)
Entry from the Open Molecules 2025 dataset: one molecule with the formula C18H19ClN2O4S (wB97M-V/def2-TZVPD).

lowest unoccupied orbital energy = 0.0222 Eh
HOMO = -7.8 eV
ΔE to the lowest compared entry with this formula, charge and spin = 59.10 kcal/mol
SMILES = COC(=O)N/N=C/c1ccc(OCCSc2ccc(Cl)cc2)c(OC)c1
multiplicity = 1
HOMO-LUMO gap = 8.4 eV

The geometry in XYZ format:
```
45
C18H19ClN2O4S | the Open Molecules 2025 dataset | wB97M-V/def2-TZVPD
C 2.8739 6.7266 2.0876
H 3.3144 7.1640 2.9797
H 3.4526 6.9954 1.2018
H 1.8473 7.0741 1.9563
O 2.8985 5.3206 2.2871
C 2.3823 4.5904 1.2677
O 1.9313 5.0461 0.2570
N 2.4730 3.2643 1.5962
N 2.0019 2.3114 0.7832
C 2.0559 1.0919 1.1369
C 1.5162 0.0517 0.2906
C 0.9824 0.3531 -0.9617
C 0.4000 -0.6418 -1.7118
C 0.3021 -1.9548 -1.2518
C 0.9044 -2.2863 -0.0244
C 1.4960 -1.2695 0.7203
H 1.9232 -1.5470 1.6720
O 0.9839 -3.5098 0.5603
C 0.4238 -4.6568 -0.0433
H 0.7265 -5.4868 0.5952
H -0.6666 -4.6031 -0.0727
H 0.8099 -4.8111 -1.0523
O -0.3454 -2.9274 -1.9818
C -1.4943 -2.5634 -2.7155
C -2.7195 -3.3480 -2.2529
H -2.5850 -4.4141 -2.4307
H -3.6035 -3.0011 -2.7882
S -3.0302 -3.2614 -0.4465
C -2.6607 -1.5764 -0.0388
C -1.9125 -1.3394 1.1080
C -1.5583 -0.0506 1.4509
C -1.9400 1.0041 0.6350
C -2.7173 0.7790 -0.4907
C -3.0913 -0.5115 -0.8187
H -3.7204 -0.6837 -1.6797
H -3.0302 1.6084 -1.1051
Cl -1.4328 2.6067 1.0216
H -0.9719 0.1362 2.3358
H -1.6044 -2.1714 1.7218
H -1.6965 -1.4937 -2.6206
H -1.3186 -2.7969 -3.7741
H 0.0110 -0.3959 -2.6885
H 1.0299 1.3671 -1.3212
H 2.4836 0.7857 2.1007
H 2.8753 3.0250 2.5055
```

natural (NBO) atomic charge list, values in e, 5 entries: number 1, C, carries -0.25; number 2, H, carries 0.19; number 3, H, carries 0.19; number 4, H, carries 0.19; number 5, O, carries -0.52



(2)
Entry from the Open Molecules 2025 dataset: a 7-piece molecular cluster, C45H46BF6N2O3 overall (wB97M-V/def2-TZVPD).

lowest unoccupied orbital energy = -0.1126 Eh
HOMO = -10.2 eV
charge = +1
multiplicity = 1
HOMO-LUMO gap = 7.1 eV

The geometry in XYZ format:
```
103
C45H46BF6N2O3 | the Open Molecules 2025 dataset | wB97M-V/def2-TZVPD
C -2.4791 -1.9401 0.0091
C -2.3319 -3.4062 -0.3224
C -1.0778 -4.0044 -0.2244
C -0.8999 -5.3526 -0.5091
C -1.9933 -6.1012 -0.9207
C -3.2461 -5.5156 -1.0426
C -3.4375 -4.1704 -0.7421
C -4.7401 -3.4248 -0.8504
N -5.9576 -4.2350 -1.2088
C -5.8899 -4.8619 -2.5914
O -6.6500 -4.1215 -3.4838
O -8.0197 -4.4950 -3.2965
B -6.4249 -5.1945 -0.0889
N -7.3901 -4.6204 0.8075
O -5.9304 -6.4466 -0.0162
H -3.1747 -1.8536 0.8437
H -1.5453 -1.5338 0.3727
H -2.8483 -1.3947 -0.8543
H -0.2364 -3.4011 0.0756
H 0.0769 -5.7966 -0.4298
H -1.8314 -7.1392 -1.1568
H -4.0635 -6.1308 -1.3806
H -4.6529 -2.5993 -1.5519
H -4.9545 -2.9644 0.1119
H -6.7161 -3.5556 -1.2784
H -6.2817 -5.8708 -2.5482
H -4.8750 -4.8344 -2.9604
H -8.4298 -3.6765 -2.9849
H -7.3997 -5.1033 1.7000
H -8.3473 -4.6530 0.4676
H -6.6089 -7.1249 0.0507
F -1.6608 1.4486 1.0930
C -0.7134 1.6506 0.1479
C -1.0854 1.6757 -1.1820
C -0.1141 1.8841 -2.1517
C 1.2130 2.0539 -1.7777
C 1.5659 2.0217 -0.4360
C 0.5975 1.8225 0.5370
H -2.1242 1.5351 -1.4524
H -0.3918 1.9120 -3.1955
H 1.9693 2.2107 -2.5310
H 2.5988 2.1519 -0.1418
H 0.8541 1.8020 1.5882
F 0.2076 -7.9203 -2.6131
C -0.5363 -8.3929 -3.6367
C -0.2507 -9.6393 -4.1543
C -1.0226 -10.1170 -5.2035
C -2.0559 -9.3472 -5.7216
C -2.3226 -8.0953 -5.1855
C -1.5612 -7.6118 -4.1304
H 0.5633 -10.2199 -3.7416
H -0.8149 -11.0936 -5.6184
H -2.6506 -9.7235 -6.5427
H -3.1239 -7.4916 -5.5911
H -1.7536 -6.6401 -3.6950
F 3.5906 3.4695 2.7595
C 2.9448 4.6259 2.4855
C 3.6500 5.6761 1.9352
C 2.9766 6.8554 1.6502
C 1.6216 6.9708 1.9279
C 0.9339 5.9026 2.4882
C 1.5982 4.7175 2.7667
H 4.7074 5.5663 1.7326
H 3.5127 7.6862 1.2148
H 1.1032 7.8945 1.7097
H -0.1211 5.9908 2.7096
H 1.0809 3.8702 3.1959
F -1.3947 2.0490 8.9648
C -0.4511 2.2508 8.0251
C -0.8281 2.2868 6.6979
C 0.1466 2.4979 5.7336
C 1.4748 2.6618 6.1037
C 1.8295 2.6177 7.4450
C 0.8619 2.4150 8.4182
H -1.8677 2.1513 6.4310
H -0.1362 2.5337 4.6895
H 2.2327 2.8232 5.3477
H 2.8637 2.7415 7.7362
H 1.1157 2.3845 9.4692
F 1.4642 1.3060 -4.7225
C 2.5110 1.4244 -5.5730
C 3.4618 2.3942 -5.3296
C 4.5346 2.5084 -6.2017
C 4.6364 1.6644 -7.2988
C 3.6645 0.6993 -7.5240
C 2.5915 0.5714 -6.6539
H 3.3602 3.0480 -4.4734
H 5.2919 3.2595 -6.0234
H 5.4726 1.7594 -7.9778
H 3.7401 0.0432 -8.3803
H 1.8266 -0.1781 -6.8069
F 4.1140 9.2985 3.2665
C 5.1837 8.9149 3.9951
C 5.3942 7.5695 4.2287
C 6.4989 7.1919 4.9795
C 7.3653 8.1508 5.4862
C 7.1298 9.4959 5.2393
C 6.0331 9.8862 4.4848
H 4.7088 6.8322 3.8339
H 6.6826 6.1426 5.1687
H 8.2227 7.8497 6.0729
H 7.8007 10.2458 5.6358
H 5.8342 10.9289 4.2760
```

Mulliken atomic charge list, values in e, 5 entries: number 1, C, carries -1.58; number 2, C, carries 1.13; number 3, C, carries -0.75; number 4, C, carries -0.84; number 5, C, carries -1.37



(3)
Entry from the Open Molecules 2025 dataset: one molecule with the formula C5H7N (wB97M-V/def2-TZVPD).

lowest unoccupied orbital energy (spin up / spin down) = 0.0422 / -0.0980 Eh
HOMO (spin up / spin down) = -5.5 / -10.0 eV
ΔE to the lowest compared entry with this formula, charge and spin = 78.63 kcal/mol
multiplicity = 3
HOMO-LUMO gap (spin up / spin down) = 6.7 / 7.3 eV

The geometry in XYZ format:
```
13
C5H7N | the Open Molecules 2025 dataset | wB97M-V/def2-TZVPD
C 0.6650 0.0776 -2.3973
C -0.1451 -0.5484 1.5765
C -0.5688 0.8617 1.2071
C 0.7923 -0.3018 -0.9542
C -0.4685 -0.2644 0.1507
N 0.4818 -1.1447 -2.1966
H 0.4053 0.8060 -3.1517
H 0.8377 -0.5894 1.8092
H -0.7523 -0.9370 2.2848
H -1.6279 1.1671 1.3486
H -0.0455 1.7820 1.1179
H 1.7975 -0.4362 -0.4909
H -1.3715 -0.4727 -0.3041
```

natural (NBO) atomic charge list, values in e, 5 entries: number 1, C, carries -0.23; number 2, C, carries -0.40; number 3, C, carries -0.42; number 4, C, carries 0.07; number 5, C, carries -0.24



(4)
Entry from the Open Molecules 2025 dataset: C17H12BF6N9O4S7W as an isolated structure (wB97M-V/def2-TZVPD).

lowest unoccupied orbital energy (spin up / spin down) = -0.1972 / -0.1996 Eh
HOMO (spin up / spin down) = -10.8 / -10.8 eV
ΔE to the lowest compared entry with this formula, charge and spin = 13.84 kcal/mol
charge = +1
multiplicity = 2
HOMO-LUMO gap (spin up / spin down) = 5.5 / 5.4 eV

The geometry in XYZ format:
```
57
C17H12BF6N9O4S7W | the Open Molecules 2025 dataset | wB97M-V/def2-TZVPD
W 0.8070 -0.5117 -0.5872
C -0.8156 3.4177 -0.9996
C 0.0617 2.4385 -1.4106
N -0.3199 1.2434 -0.9222
N -1.4549 1.4545 -0.1983
C -1.7565 2.7483 -0.2267
B -2.2199 0.2437 0.4224
N -1.3916 -0.3668 1.5818
C -1.6536 -0.6021 2.8700
C -0.6207 -1.3503 3.4136
C 0.2639 -1.5394 2.3789
N -0.1847 -0.9360 1.2580
N -2.2326 -0.8337 -0.7085
C -3.2588 -1.5006 -1.2398
C -2.7856 -2.3279 -2.2452
C -1.4223 -2.1126 -2.2629
N -1.0807 -1.2132 -1.3230
N -3.6239 0.6538 0.7609
C -4.5193 1.2176 -0.1007
C -5.6808 1.4345 0.5847
C -5.4051 0.9691 1.8891
N -4.1776 0.5022 1.9957
H -0.7835 4.4687 -1.2277
H 0.9488 2.5265 -2.0147
H -2.6293 3.1163 0.2891
H -2.5766 -0.2452 3.2932
H -0.5351 -1.7124 4.4230
H 1.1880 -2.0915 2.3768
H -4.2610 -1.3391 -0.8761
H -3.3549 -2.9863 -2.8776
H -0.6758 -2.5332 -2.9112
H -4.2633 1.4128 -1.1313
H -6.5945 1.8634 0.2096
H -6.0551 0.9578 2.7511
F 5.8737 -0.2422 2.0870
C 5.0599 -0.4102 1.0628
F 5.4225 -1.4588 0.3431
F 5.0507 0.6764 0.3038
S 3.3773 -0.7214 1.7355
O 2.6381 -1.1316 0.5023
O 3.5285 -1.7139 2.7425
N 2.8607 0.6332 2.3248
S 2.0643 1.6473 1.4328
O 0.7482 1.8976 1.9247
O 2.1712 1.2870 -0.0181
C 2.9511 3.2839 1.6003
F 2.0346 4.2254 1.6964
F 3.7069 3.2678 2.6781
F 3.6984 3.4884 0.5248
S 4.2807 -4.3232 -5.8488
C 3.5246 -3.4879 -4.7138
S 2.7447 -4.2440 -3.3329
C 2.1784 -2.7937 -2.5705
C 2.4908 -1.6063 -3.2153
S 1.9638 -0.1316 -2.6380
S 3.4238 -1.7454 -4.6870
S 1.2709 -2.8636 -1.1689
```

natural (NBO) atomic charge list, values in e, 5 entries: number 1, W, carries 1.30; number 2, C, carries -0.33; number 3, C, carries 0.04; number 4, N, carries -0.39; number 5, N, carries -0.32



(5)
Entry from the Open Molecules 2025 dataset: one molecule with the formula C4H8N4O (wB97M-V/def2-TZVPD).

lowest unoccupied orbital energy = 0.0239 Eh
HOMO = -8.0 eV
ΔE to the lowest compared entry with this formula, charge and spin = 57.01 kcal/mol
SMILES = Nc1n[nH]c(N)c1CO
multiplicity = 1
HOMO-LUMO gap = 8.6 eV

The geometry in XYZ format:
```
17
C4H8N4O | the Open Molecules 2025 dataset | wB97M-V/def2-TZVPD
C -0.0854 0.2177 0.3063
C 1.1819 -0.3696 0.5178
C -0.6695 -0.8675 -0.6211
C -0.8090 1.5308 0.5165
N 1.3469 -1.5589 0.0229
N 0.2706 -1.8190 -0.7810
N 2.1761 0.0962 1.3495
N -1.8744 -0.8851 -1.2840
O -0.0564 2.6620 0.1070
H -1.7649 1.3106 0.0886
H -0.9605 1.7779 1.7130
H 0.1726 -2.7655 -1.0464
H 2.3964 1.0905 1.2330
H 3.1052 -0.3233 1.1222
H -2.0675 -1.7212 -1.8044
H -2.7401 -0.7650 -0.7926
H 0.3779 2.3892 -0.6470
```

natural (NBO) atomic charge list, values in e, 5 entries: number 1, C, carries -0.27; number 2, C, carries 0.31; number 3, C, carries 0.37; number 4, C, carries -0.07; number 5, N, carries -0.36



(6)
Entry from the Open Molecules 2025 dataset: one molecule with the formula C5H8OS2 (wB97M-V/def2-TZVPD).

lowest unoccupied orbital energy = 0.0241 Eh
HOMO = -8.0 eV
ΔE to the lowest compared entry with this formula, charge and spin = 77.58 kcal/mol
SMILES = SCC1=CSCOC1
multiplicity = 1
HOMO-LUMO gap = 8.7 eV

The geometry in XYZ format:
```
16
C5H8OS2 | the Open Molecules 2025 dataset | wB97M-V/def2-TZVPD
C -1.8154 -0.2800 0.7357
C -0.3879 -0.2815 0.3398
C 0.5371 -1.3235 0.3183
C 2.2295 0.5388 -0.9412
C 0.3575 1.1168 0.3154
H -2.7936 -1.5394 -1.2710
H -1.7550 -1.2161 1.3162
H -2.1261 0.3643 1.5294
H 0.2621 -2.2721 0.6954
H 1.5876 0.5781 -1.9764
H 3.2608 0.8489 -1.0978
H 0.1614 1.6738 1.3684
H -0.3192 1.8064 -0.3695
O 1.5934 1.3099 0.0865
S -2.9915 -0.1424 -0.7604
S 2.1994 -1.1818 -0.2888
```

natural (NBO) atomic charge list, values in e, 5 entries: number 1, C, carries -0.54; number 2, C, carries -0.07; number 3, C, carries -0.36; number 4, C, carries -0.20; number 5, C, carries -0.06



(7)
Entry from the Open Molecules 2025 dataset: C25H20ClN3PSm as an isolated structure (wB97M-V/def2-TZVPD).

lowest unoccupied orbital energy (spin up / spin down) = -0.0274 / -0.0090 Eh
HOMO (spin up / spin down) = -8.5 / -8.5 eV
ΔE to the lowest compared entry with this formula, charge and spin = 5.53 kcal/mol
multiplicity = 6
HOMO-LUMO gap (spin up / spin down) = 7.7 / 8.2 eV

The geometry in XYZ format:
```
51
C25H20ClN3PSm | the Open Molecules 2025 dataset | wB97M-V/def2-TZVPD
C -0.1171 -0.1414 4.1015
C -0.5870 0.4351 2.8887
C -1.5895 -0.4295 2.3524
H -0.3239 1.4073 2.4946
C -1.7374 -1.5460 3.2419
C -0.8115 -1.3643 4.3202
H -0.6341 -2.0667 5.1369
H 0.6113 0.3182 4.7634
H -2.1791 -0.2233 1.4612
H -2.3743 -2.4090 3.0610
Sm 0.5260 -1.8900 2.2862
Cl 0.2483 -3.8206 0.6283
P 0.0802 0.3080 -0.9500
C -1.6120 -0.0050 -1.5123
C -2.4053 1.0020 -2.0815
H -2.0016 2.0076 -2.2033
C -3.7101 0.7128 -2.4817
H -4.3149 1.4929 -2.9364
C -4.2275 -0.5727 -2.3016
H -5.2414 -0.8008 -2.6270
C -3.4480 -1.5753 -1.7067
H -3.8600 -2.5754 -1.5657
C -2.1498 -1.2934 -1.2993
H -1.5327 -2.0590 -0.8072
C 0.3156 2.0943 -0.8174
C -0.5878 2.8486 -0.0383
H -1.4740 2.3717 0.3888
C -0.3398 4.2005 0.1967
H -1.0476 4.7826 0.7823
C 0.8144 4.8004 -0.3177
H 0.9940 5.8641 -0.1508
C 1.7376 4.0442 -1.0448
H 2.6436 4.5061 -1.4320
C 1.5065 2.6890 -1.2751
H 2.2465 2.0790 -1.8004
C 1.1897 -0.3484 -2.2160
C 0.8034 -0.3648 -3.5622
H -0.1826 0.0138 -3.8414
C 1.6751 -0.8674 -4.5237
H 1.3813 -0.8542 -5.5719
C 2.9153 -1.3830 -4.1391
H 3.6018 -1.7673 -4.8941
C 3.2912 -1.4129 -2.7881
H 4.2534 -1.8275 -2.4935
C 2.4240 -0.9051 -1.8175
H 2.6783 -0.9409 -0.7539
N 2.4952 -2.0955 3.4459
C 2.7755 -2.4999 4.5360
N 3.1568 -2.9295 5.6599
C 2.3813 -3.3240 6.6436
N 1.7425 -3.6855 7.5610
```

natural (NBO) atomic charge list, values in e, 5 entries: number 1, C, carries -0.32; number 2, C, carries -0.34; number 3, C, carries -0.36; number 4, H, carries 0.25; number 5, C, carries -0.38



(8)
Entry from the Open Molecules 2025 dataset: a 2-piece molecular cluster, C6H8 overall (wB97M-V/def2-TZVPD).

lowest unoccupied orbital energy = 0.0403 Eh
HOMO = -7.9 eV
ΔE to the lowest compared entry with this formula, charge and spin = 129.91 kcal/mol
multiplicity = 1
HOMO-LUMO gap = 9.0 eV

The geometry in XYZ format:
```
14
C6H8 | the Open Molecules 2025 dataset | wB97M-V/def2-TZVPD
C -1.2384 1.0258 0.2955
C -0.8573 -0.0351 -0.4728
C -0.0707 1.9296 0.0418
C 0.3758 0.5552 -0.1904
C -1.3916 -1.3187 -0.8563
C 1.7799 -0.4785 0.9046
H -0.2564 2.6191 -0.9305
H 0.2577 2.5502 1.0237
H -0.6865 -2.0959 -1.0496
H -1.7926 -1.0951 -1.8130
H -2.1674 -1.7546 -0.2124
H 2.2301 -1.1235 0.2432
H 1.3807 -1.1051 1.8089
H 2.4367 0.3266 1.2074
```

natural (NBO) atomic charge list, values in e, 5 entries: number 1, C, carries -0.05; number 2, C, carries -0.10; number 3, C, carries -0.51; number 4, C, carries 0.13; number 5, C, carries -0.65



no.,DFT total energy (hartree),strongest force on any atom (eV Å⁻¹)
1,-1966.1247,1.19
2,-2701.3867,1.01
3,-249.1672,5.11
4,-4927.1452,1.95
5,-451.4274,5.12
6,-1066.8077,9.40
7,-2588.4950,2.63
8,-233.1800,4.45